Here is C40H52ClN8O6RuS3Se as an isolated structure from OMol25. Energies are from ωB97M-V with the def2-TZVPD basis set.

Last column: Mulliken spin population.
Element x y z (Å)
Ru (0.183, -1.388, 0.584)  4.03
C (-2.700, 0.420, 4.575)  0.00
O (-1.794, 0.633, 3.496)  0.01
C (-0.570, 0.112, 3.582)  0.00
S (0.021, -0.639, 4.910)  0.06
S (0.384, 0.569, 2.184)  0.29
H (-3.607, 0.941, 4.280)  0.00
H (-2.292, 0.823, 5.503)  0.00
H (-2.882, -0.647, 4.706)  0.00
C (4.193, -1.742, -1.702)  0.00
S (2.583, -2.471, -1.927)  0.00
C (3.091, -4.140, -2.276)  0.00
O (2.019, -2.557, -0.521)  0.04
H (4.650, -2.192, -0.822)  0.00
H (4.075, -0.672, -1.559)  0.00
H (4.784, -1.931, -2.595)  0.00
H (3.443, -4.201, -3.303)  0.00
H (2.203, -4.756, -2.160)  0.00
H (3.864, -4.447, -1.574)  0.00
N (-4.047, -2.068, 0.548)  0.01
C (-2.834, -2.256, 1.112)  0.02
N (-2.089, -1.183, 1.086)  0.03
C (-2.849, -0.217, 0.434)  -0.05
C (-2.535, 1.095, 0.085)  0.01
C (-3.475, 1.798, -0.639)  0.00
C (-4.711, 1.233, -0.993)  0.00
C (-5.041, -0.058, -0.634)  0.00
C (-4.078, -0.765, 0.076)  0.01
H (-4.748, -2.777, 0.420)  0.00
H (-2.514, -3.199, 1.520)  0.01
H (-1.590, 1.533, 0.383)  0.01
H (-3.256, 2.811, -0.948)  0.00
H (-5.416, 1.819, -1.566)  0.00
H (-5.986, -0.499, -0.912)  0.00
C (-0.553, -4.257, 4.990)  0.01
C (0.075, -5.203, 3.983)  0.00
C (1.214, -4.602, 3.152)  0.02
C (1.700, -5.683, 2.145)  0.00
C (2.928, -5.332, 1.324)  0.00
C (2.400, -4.236, 4.030)  0.00
O (2.758, -4.924, 4.957)  0.00
N (3.110, -3.124, 3.650)  0.01
C (2.789, -2.245, 2.616)  0.04
O (3.587, -1.404, 2.268)  0.00
N (1.553, -2.396, 2.052)  0.05
C (0.770, -3.421, 2.334)  0.01
O (-0.362, -3.407, 1.782)  0.09
H (-1.277, -4.787, 5.610)  0.00
H (-1.066, -3.432, 4.497)  0.00
H (0.193, -3.828, 5.659)  0.00
H (-0.680, -5.555, 3.275)  0.00
H (0.483, -6.079, 4.491)  0.00
H (0.852, -5.890, 1.487)  0.00
H (1.881, -6.586, 2.734)  0.00
H (2.784, -4.409, 0.758)  0.00
H (3.128, -6.133, 0.611)  0.00
H (3.815, -5.224, 1.948)  0.00
H (3.961, -2.919, 4.159)  0.00
Se (-0.923, -1.748, -1.812)  0.26
C (-0.509, -3.551, -2.263)  0.00
C (-0.505, -4.601, -1.346)  0.04
C (-0.219, -5.883, -1.785)  0.00
N (0.050, -6.207, -3.050)  0.01
C (0.024, -5.204, -3.924)  0.00
C (-0.235, -3.885, -3.588)  0.00
H (-0.704, -4.429, -0.293)  -0.01
H (-0.207, -6.700, -1.072)  0.00
H (0.230, -5.463, -4.955)  0.00
H (-0.229, -3.123, -4.355)  0.00
C (0.961, 3.890, 1.119)  0.00
C (1.153, 5.003, 0.086)  0.00
C (0.304, 6.195, 0.549)  0.00
C (2.626, 5.424, 0.097)  0.00
C (0.717, 4.560, -1.349)  0.00
O (-0.508, 3.833, -1.291)  0.00
C (0.604, 5.740, -2.353)  0.00
C (-0.771, 6.400, -2.519)  0.00
C (-1.875, 5.508, -3.031)  0.00
C (-3.071, 5.405, -2.331)  0.00
C (-4.086, 4.557, -2.750)  0.00
C (-3.900, 3.809, -3.897)  0.00
Cl (-5.153, 2.725, -4.427)  0.00
C (-2.731, 3.914, -4.634)  0.00
C (-1.731, 4.764, -4.197)  0.00
C (1.671, 3.557, -2.022)  0.00
N (1.825, 2.298, -1.327)  0.00
C (0.933, 1.320, -1.262)  0.04
N (1.386, 0.353, -0.485)  -0.08
C (2.608, 0.806, -0.087)  0.03
N (2.922, 1.972, -0.598)  0.00
H (1.069, 4.313, 2.118)  0.00
H (1.703, 3.104, 1.037)  0.00
H (-0.025, 3.434, 1.065)  0.00
H (0.586, 6.452, 1.569)  0.00
H (-0.764, 5.965, 0.574)  0.00
H (0.446, 7.084, -0.062)  0.00
H (2.872, 5.839, 1.073)  0.00
H (2.853, 6.190, -0.643)  0.00
H (3.286, 4.572, -0.070)  0.00
H (-1.190, 4.375, -0.883)  0.00
H (0.926, 5.394, -3.339)  0.00
H (1.317, 6.516, -2.078)  0.00
H (-0.637, 7.231, -3.219)  0.00
H (-1.101, 6.856, -1.586)  0.00
H (-3.213, 5.991, -1.430)  0.00
H (-5.009, 4.475, -2.195)  0.00
H (-2.610, 3.329, -5.533)  0.00
H (-0.817, 4.833, -4.773)  0.00
H (2.664, 3.977, -2.173)  0.00
H (1.243, 3.319, -2.997)  0.00
H (-0.015, 1.345, -1.767)  0.02
H (3.238, 0.258, 0.597)  0.01

Properties
spin multiplicity: 6
DFT total energy: -179487.79974 eV
<S²>: 8.76
strongest force on any atom: 0.72 eV Å⁻¹